1.
ORCA calculation (wB97M-V/def2-TZVPD) on a structure of composition C10H15BeN5O8S2.

Properties
Net charge: -2
Gap between HOMO and LUMO (eV): 5.295
E_HOMO (Ha): -0.03883

```
41
C10H15BeN5O8S2 | the Open Molecules 2025 dataset | wB97M-V/def2-TZVPD
H -0.35332 4.88675 3.28931
O -1.47415 2.21127 -0.04141
H 0.10819 -2.75667 -3.46645
C -1.06406 4.05893 3.35408
H -0.24724 -4.41514 -2.82041
Be -0.48186 0.23591 0.20063
O -3.63739 1.51626 -1.03731
C -0.46168 2.85549 2.79480
N 1.44902 1.85794 -0.51354
H -1.84967 4.33710 2.64580
O -2.61872 0.48364 0.94391
C 2.36709 2.56755 -2.83192
H 1.18563 -3.52178 -2.38204
C 3.37599 -2.97301 -0.38764
C -1.68126 -2.02989 4.72062
C 0.11526 -3.41558 -2.58405
H -1.63823 -3.11606 4.75491
H -2.73352 -1.74868 4.77950
N -0.62885 -1.08044 2.54123
H -1.17643 -1.55651 5.56026
S -2.89644 1.78589 0.17951
H 4.40289 -2.62129 -0.35835
O -3.59328 2.79176 0.99247
O -1.78167 0.64994 -3.26003
H 3.16305 -3.93241 0.07812
N -1.18562 -2.32045 -0.63171
H 3.44229 2.75147 -2.78276
O 0.51119 1.02161 -4.04963
C -1.11909 -1.52278 3.47420
C 2.51796 -1.92326 0.15292
S -0.43966 0.11458 -3.34666
H 2.17355 1.72267 -3.50163
O -0.42718 -1.15026 -4.16410
H 1.82569 3.42966 -3.21223
O 0.11836 -0.19860 -1.97954
C 1.84469 2.17581 -1.54031
H -1.38217 3.96986 4.38710
H 3.04636 -3.11334 -1.41984
N 0.00976 1.90749 2.36346
N 1.80730 -1.14027 0.58708
C -0.59277 -2.79516 -1.48832
```

Here are the Mulliken charges for atoms 1 to 6, given in e:
1 H 0.277
2 O -0.580
3 H 0.222
4 C -0.909
5 H 0.354
6 Be 1.081

=====

2.
ORCA calculation (wB97M-V/def2-TZVPD) on the molecule C10H15BrN2O2.

Properties
Gap between HOMO and LUMO (spin up / spin down) (eV): 7.247 / 7.273
Energy above the lowest of the compared OMol25 structures with the same formula, charge and spin (kJ/mol): 317.29
E_HOMO (spin up / spin down) (Ha): -0.27167 / -0.27264

```
30
C10H15BrN2O2 | the Open Molecules 2025 dataset | wB97M-V/def2-TZVPD
C 0.99584 2.01552 -0.46508
H -1.75777 -2.83608 -0.72779
C -0.85002 -1.02857 -0.49936
H 0.37966 2.64302 0.07283
H 0.94929 -1.09237 0.95799
H 2.97874 1.27369 1.47282
O 0.46222 -0.88189 -2.51823
H -2.94440 -1.48365 2.81129
C -1.96026 -1.83174 -0.29059
C 2.35095 0.45262 1.82163
C 0.21219 -1.57550 -1.40898
H -3.61660 -2.55587 0.80652
Br -2.14392 1.54283 -0.41171
C -0.61899 0.31759 -0.05187
H 2.03002 2.10386 -0.03065
H 1.14362 3.36105 -2.00921
H 0.15136 0.07730 -2.58313
N 0.66062 0.64563 -0.04419
H 1.67423 1.74286 -2.41775
H -3.76890 -0.84315 0.67383
O 0.66936 -2.65768 -1.27862
H 1.67572 0.75492 2.66283
C 1.64603 -0.28020 0.71416
H 3.03204 -0.16176 2.29302
C -2.24974 -1.22416 1.94595
C -2.99604 -1.67852 0.68021
N -1.37765 -0.36790 2.07296
C 0.94043 2.25812 -1.88652
H -0.06446 2.03331 -2.35945
H 2.39640 -0.72330 -0.00290
```

Here are the Mulliken charges for atoms 1 to 6, given in e:
1 C -0.506
2 H 0.351
3 C 1.019
4 H 0.514
5 H 0.334
6 H 0.416

=====

3.
ORCA calculation (wB97M-V/def2-TZVPD) on the ion C10H15ClNO with charge +1.

Properties
Net charge: +1
Gap between HOMO and LUMO (eV): 9.569
E_HOMO (Ha): -0.50034

```
28
C10H15ClNO | the Open Molecules 2025 dataset | wB97M-V/def2-TZVPD
C 0.43215 1.35588 1.41842
O -0.42249 -1.70159 2.20368
H 1.32254 -0.92103 0.28844
H 1.40693 4.35601 -2.04958
H -1.97075 -3.78735 1.96781
C 0.61175 -0.73692 -0.54050
H 0.85283 -1.39081 -1.31987
H -0.05017 -3.14503 0.64487
H 1.01170 3.90841 0.22676
H -1.28054 -0.33506 0.30945
H 0.13058 0.33197 1.61409
C -0.78746 -1.15863 -0.10237
C 0.74511 0.71787 -0.89221
C 1.34700 2.27891 -2.55223
Cl -3.44912 -1.93305 1.44541
H 1.35526 1.39529 2.05473
H -2.23949 -3.79394 0.32727
H -0.35541 2.01301 1.83606
C 0.95826 2.93626 -0.36780
C -0.77611 -2.32055 0.90278
H -1.36950 -1.46655 -0.95472
H -1.01465 -2.11456 2.81001
C 1.25412 3.34782 -1.66656
H 0.95686 0.18265 -3.00786
N 0.71818 1.70823 0.02995
C -2.12143 -3.05519 1.12360
H 1.64988 2.35508 -3.54179
C 1.08399 0.97283 -2.20784
```

Here are the Mulliken charges for atoms 1 to 6, given in e:
1 C -0.825
2 O -0.558
3 H 0.440
4 H 0.412
5 H 0.465
6 C -1.560

=====

4.
ORCA calculation (wB97M-V/def2-TZVPD) on the ion C10H15FN with charge +1.

Properties
Net charge: +1
Gap between HOMO and LUMO (spin up / spin down) (eV): 8.023 / 8.273
Energy above the lowest of the compared OMol25 structures with the same formula, charge and spin (kJ/mol): 591.71
E_HOMO (spin up / spin down) (Ha): -0.47017 / -0.46281

```
27
C10H15FN | the Open Molecules 2025 dataset | wB97M-V/def2-TZVPD
H 0.88299 0.20165 2.83074
C 1.51232 2.47743 0.17100
H -0.20218 -1.35198 2.97512
C -0.41867 1.20626 -2.24949
H 2.25126 -1.41295 1.30266
H -0.17082 -1.51006 0.55984
H -1.80963 -1.78426 -1.03764
H -2.11099 1.79747 -0.00977
H 1.93936 2.92031 1.10046
C -1.68332 0.80744 0.12171
C 0.55818 2.13300 -2.23018
H 2.25128 0.17573 0.55686
C -0.84794 0.27284 -1.11005
H 1.84779 -1.25665 -0.45426
C 1.76343 -0.81395 0.53972
F 1.95758 3.88222 -1.56942
C -0.23876 0.52063 0.17208
H 0.82153 2.49986 -3.28359
C -1.20222 -1.07069 -1.62100
C 1.35408 2.70232 -1.11095
C 0.04911 -0.34346 2.38385
H -0.24473 -1.45965 -2.00761
H -1.76950 -1.05688 -2.58861
H -0.88348 0.38984 2.46521
H -2.36161 0.15483 0.67142
N 0.33856 -0.54262 0.92111
H -0.92267 1.16134 -3.29153
```

Here are the Mulliken charges for atoms 1 to 6, given in e:
1 H 0.344
2 C -0.716
3 H 0.304
4 C -0.904
5 H 0.404
6 H 0.468

=====

5.
ORCA calculation (wB97M-V/def2-TZVPD) on a cluster of 2 separate species, C10H15FN3O3 in total.

Properties
Net charge: +1
Gap between HOMO and LUMO (eV): 8.907
E_HOMO (Ha): -0.46040

```
32
C10H15FN3O3 | the Open Molecules 2025 dataset | wB97M-V/def2-TZVPD
N 0.22499 2.30537 -0.50941
H 1.11413 1.27460 -2.90861
H -1.00667 -5.09189 -1.56741
H -1.22599 2.04375 2.32935
C -1.27992 3.71036 0.32287
N -0.73045 1.60911 1.55854
C -0.65942 2.54281 0.53537
C 0.92019 -0.25727 1.39033
H -2.06889 -3.56898 0.02621
H 1.23450 4.32934 -2.98964
H 0.00963 -0.75930 1.06026
C 0.95358 3.37270 -2.55950
N -0.76244 4.17806 -0.89500
H -0.60183 -6.25438 -0.29114
C 0.60960 1.12924 2.00973
O 1.41639 -3.47144 1.48993
H 0.84962 1.52744 -0.65409
H -1.02957 5.03501 -1.35655
H 2.16033 2.38850 -3.94017
H 1.56323 -0.18434 0.50452
C 0.50273 -3.99742 0.94825
H 0.56066 0.98166 3.08730
O -0.74106 -4.13676 1.49216
H 1.39447 1.85745 1.78684
H 1.39495 -0.85826 2.16310
C -1.61450 -4.47709 0.42863
F -2.58538 -5.29208 0.89810
C 0.11895 3.33835 -1.35623
H -2.00620 4.16896 0.96848
C 1.43111 2.28677 -3.14668
C -0.69826 -5.19458 -0.52990
O 0.55153 -4.53568 -0.29563
```

Here are the Mulliken charges for atoms 1 to 6, given in e:
1 N 0.138
2 H 0.280
3 H 0.267
4 H 0.298
5 C -0.937
6 N -0.228

=====

6.
ORCA calculation (wB97M-V/def2-TZVPD) on a structure of composition C10H15N2O.

Properties
Net charge: +1
Gap between HOMO and LUMO (eV): 8.446
Energy above the lowest of the compared OMol25 structures with the same formula, charge and spin (kJ/mol): 497.06
E_HOMO (Ha): -0.50299

```
28
C10H15N2O | the Open Molecules 2025 dataset | wB97M-V/def2-TZVPD
C -1.17007 -1.26182 0.20584
C -1.51413 1.14183 -0.65044
C 2.04572 -0.09612 1.52228
C -0.69552 0.05919 -0.16784
C 0.74356 -1.74569 -0.35032
H 1.78677 1.53599 0.05973
H 0.97380 0.04368 1.78953
C -2.88296 1.19006 -0.64299
H -3.94036 -1.65220 0.74928
H 3.90575 0.47791 -0.36958
H 0.82340 -0.25314 -1.72985
H 2.74177 0.40001 2.20216
N -0.30706 -2.35121 -0.09697
C 3.13820 0.01832 -0.82248
H -3.40419 0.48509 1.22944
H -0.94841 1.72269 -1.35010
H 2.38555 -1.18240 1.53646
H 1.70364 -2.27825 -0.45470
C 0.67941 -0.21488 -0.56710
C -3.69345 0.30375 0.24527
H -3.72827 -1.59472 -0.88499
O -0.97815 -0.45769 1.16625
C 1.96044 0.39588 0.09484
H -4.72609 0.50530 0.23365
H 3.47358 -1.02968 -0.92816
N -3.54873 -1.07988 -0.00127
H -3.39406 2.06740 -1.00750
H 2.83784 0.23174 -1.87956
```

Here are the Mulliken charges for atoms 1 to 6, given in e:
1 C 0.742
2 C -0.968
3 C -1.212
4 C 0.804
5 C -0.300
6 H 0.325